DFT (ωB97M-V/def2-TZVPD) results for a 5-piece molecular cluster, C14H34N2O13S2 overall.

The value obtained for the relative energy (zero: lowest compared OMol25 entry of this formula, charge and spin) is 13.4 kcal/mol. The total energy comes out at -2437.28338 Eh. For the orbital gap, the calculation gives 0.2706 hartree.

Cartesian coordinates (Å):
O 4.23 -27.56 38.82
C -0.51 -26.45 34.28
H -3.36 -20.70 34.96
C 1.72 -25.42 34.44
O 0.30 -25.65 42.94
H 0.56 -23.55 33.13
H 1.04 -26.81 39.69
C -1.05 -25.88 42.40
N 0.25 -25.20 34.35
H 2.06 -25.80 33.47
H -1.34 -27.06 36.36
H 4.11 -22.87 37.80
O 2.38 -28.27 37.31
S 0.98 -24.23 42.61
H 2.51 -23.11 37.27
O 1.36 -24.32 41.25
H -1.22 -28.06 42.93
H -0.92 -25.80 41.49
O -2.36 -25.17 37.99
O -4.49 -23.45 35.25
H -2.11 -26.85 44.10
H -2.55 -27.13 42.53
O -3.10 -25.77 39.93
H 2.03 -24.30 44.55
C 3.41 -24.81 38.26
C 2.34 -24.35 43.66
H 1.95 -26.13 35.21
O 0.24 -23.08 43.19
H 2.26 -24.55 34.59
H -1.99 -21.67 35.31
O -4.00 -24.43 33.19
H -0.22 -24.87 36.40
H -1.56 -24.95 42.43
C -0.28 -24.45 35.55
H 0.05 -23.53 35.83
H -0.01 -26.86 33.54
C -1.81 -27.03 43.05
N -2.63 -26.05 38.82
H -1.38 -24.38 35.30
O -1.08 -28.67 35.37
H 3.84 -23.81 36.39
C 3.47 -23.58 37.40
O 2.85 -25.91 37.67
H 1.52 -28.54 39.83
H -1.60 -26.24 34.05
H -4.49 -21.56 36.57
C -3.95 -22.41 36.02
H 4.42 -25.20 38.44
O -1.70 -26.93 38.93
H 2.99 -25.17 43.46
C -0.59 -27.34 35.57
H -1.86 -28.55 35.10
H 2.69 -27.17 40.55
H 2.83 -24.84 39.05
C -2.92 -21.72 35.04
H -1.02 -24.19 32.85
H 0.33 -24.96 32.29
H 0.22 -27.34 36.02
H 2.90 -23.53 43.40
O -3.02 -22.45 33.87
H -3.29 -22.86 36.86
C -3.93 -23.53 34.04
C 1.88 -27.56 39.68
S 2.93 -27.41 38.34
C 0.01 -24.43 33.08